Record 1
The following is a quantum chemistry calculation of a molecular structure, C28H68BF4N6O8Rb in a non-equilibrium geometry, from OMol25.

The geometry in ORCA input format:
```
! RIJCOSX wB97M-V def2-TZVPD def2/J DEFGRID3
* xyz 0 1
Rb -0.636 2.386 3.415
F 1.452 0.565 1.659
F 0.438 2.156 0.283
F 0.714 -0.015 -0.418
F -0.824 0.574 1.192
O -1.536 -3.032 -5.303
O 1.508 -0.483 4.211
O 3.222 5.613 -0.060
O -2.063 7.935 0.857
O -7.235 -0.139 -2.219
O -0.320 -4.204 -1.207
O 5.844 0.629 -0.966
O -1.183 0.530 -3.398
N 2.241 -1.576 4.708
N -2.703 -4.010 -2.665
N 4.277 1.019 0.631
N 0.595 6.641 0.595
N -4.216 -0.137 -2.870
N 3.675 0.115 -1.400
C 4.389 -0.352 4.308
C 4.301 -2.304 5.895
C -2.425 -4.842 -3.850
C -0.394 -3.027 -0.423
C 2.612 6.581 -0.871
C -2.525 -4.027 -5.135
C -0.207 -3.504 -5.150
C -7.228 1.264 -2.458
C 1.089 6.551 -0.764
C -1.259 -5.204 -0.930
C 3.038 -3.943 4.532
C 2.997 4.259 -0.345
C 2.215 -2.699 2.490
C -6.157 -0.578 -1.406
C -0.151 -0.417 -3.410
C 0.655 -3.320 4.412
C 3.503 -1.145 5.293
C -2.244 0.267 -4.311
C -0.664 5.990 0.852
C -3.248 -0.754 -3.793
C -5.008 -1.195 -2.218
C -2.474 8.954 -0.033
C 4.439 -3.442 4.893
C -2.668 -4.815 -1.452
C 4.675 0.596 -0.602
C -1.839 6.699 0.201
C 2.054 -2.876 4.004
C 3.231 -0.204 6.488
B 0.463 0.807 0.663
H -1.287 -2.435 -0.639
H 4.508 -0.746 3.294
H 5.038 1.349 1.201
H -4.883 0.340 -3.462
H 1.502 -1.982 2.093
H -0.452 -1.340 -2.908
H -1.367 -5.435 0.135
H -1.635 9.264 -0.660
H 0.695 0.014 -2.870
H 1.955 4.016 -0.582
H -3.473 -3.492 -5.095
H -2.514 -4.722 -5.983
H 3.363 1.000 1.061
H 4.179 -0.001 6.983
H -0.855 5.878 1.923
H -0.093 -2.647 3.977
H -3.125 -4.231 -0.645
H 2.967 6.479 -1.903
H -5.735 0.147 -0.704
H 3.582 3.973 -1.230
H -7.066 1.833 -1.539
H 2.594 -0.712 7.219
H -2.820 9.773 0.598
H 4.946 -3.111 3.985
H 0.048 -3.889 -4.161
H 4.956 -4.298 5.330
H 3.833 -2.690 6.803
H 3.910 -0.400 -2.226
H 3.290 3.601 0.469
H 5.402 -0.228 4.694
H -3.313 -5.689 -1.557
H 2.642 -4.553 5.343
H -0.029 -4.304 -5.878
H -1.879 -3.411 -2.612
H -2.741 -1.601 -3.341
H -3.151 -5.655 -3.935
H -1.790 -0.059 -5.253
H -1.449 -5.325 -3.711
H 1.299 6.423 1.282
H -0.647 4.959 0.448
H 1.902 -0.231 3.358
H 2.745 0.002 -1.035
H 0.662 7.320 -1.414
H 2.006 -3.633 1.956
H -5.408 -1.898 -2.964
H -0.910 -6.119 -1.410
H -8.172 1.509 -2.939
H 0.555 -2.523 -0.559
H 3.248 -2.477 2.216
H -3.777 -1.033 -4.719
H 0.464 -4.342 4.068
H 3.246 -4.614 3.691
H -0.468 -3.236 0.653
H 0.713 5.592 -1.160
H -2.729 1.233 -4.458
H 2.992 7.543 -0.524
H -4.319 -1.805 -1.627
H -6.546 -1.358 -0.744
H 0.260 -0.569 -4.416
H -1.553 6.879 -0.841
H -3.329 8.687 -0.663
H 5.283 -1.927 6.187
H 3.971 0.644 4.126
H 0.433 -2.671 -5.425
H 2.634 0.663 6.207
H -2.738 6.077 0.217
H -6.422 1.585 -3.123
H 0.432 -3.282 5.477
*
```

- energy relative to the best compared isomer or geometry (same formula, charge and spin) (kJ/mol) = 0.0
- HOMO energy (hartree) = -0.304
- Kohn-Sham gap (eV) = 7.196
- total energy (Ha) = -2486.60751
- F_max (eV/Å) = 1.676

These are the Löwdin partial charges, in e, on atoms 1 to 2: Rb 0.94; F 0.06

Record 2
The following is a quantum chemistry calculation of a single C7H8N2OS molecule, from OMol25.

The geometry in ORCA input format:
```
! RIJCOSX wB97M-V def2-TZVPD def2/J DEFGRID3
* xyz 0 1
S -0.306 -0.333 -3.171
O -0.438 -0.049 0.795
N -0.339 -1.917 2.368
N 0.563 -2.519 1.964
C -0.735 -0.385 -0.471
C -1.017 -0.651 1.882
C 1.788 1.082 -2.695
C 1.254 0.799 -1.439
C 0.094 0.029 -1.502
C 1.066 0.547 -3.723
C -0.977 0.311 3.064
H -1.626 -0.969 -0.662
H -1.488 1.232 2.799
H 2.675 1.674 -2.846
H -1.461 -0.139 3.924
H 1.267 0.613 -4.773
H 1.667 1.129 -0.505
H -2.044 -0.999 1.680
H 0.056 0.546 3.314
*
```

- energy relative to the best compared isomer or geometry (same formula, charge and spin) (kJ/mol) = 307.7
- HOMO energy (spin up / spin down) (hartree) = -0.247 / -0.281
- Kohn-Sham gap (spin up / spin down) (eV) = 7.214 / 7.518
- total energy (Ha) = -854.36041
- F_max (eV/Å) = 0.984

These are the Löwdin partial charges, in e, on atoms 1 to 2: S 1.01; O -0.04

Record 3
The following is a quantum chemistry calculation of a molecular structure, C27H39AsCoN5O6S3Se2 in a non-equilibrium geometry, from OMol25.

The geometry in ORCA input format:
```
! RIJCOSX wB97M-V def2-TZVPD def2/J DEFGRID3
* xyz -1 2
Se -0.314 -0.642 2.425
Se 2.475 1.230 1.932
As -3.106 1.409 -0.473
Co -0.008 0.977 -1.431
S 0.055 0.247 -3.789
S -0.925 -2.876 -0.938
S -0.497 3.586 -0.677
O 0.302 4.687 -0.210
O -4.567 0.960 -1.418
O -3.381 0.940 1.057
O -1.940 0.684 -1.444
O -0.111 3.058 -2.000
O -0.632 2.448 0.253
N 9.591 -1.130 0.121
N -2.486 0.782 -4.359
N -2.044 -1.346 -3.608
N 1.595 -3.263 -1.828
N 1.347 -2.401 0.274
C 0.766 -2.849 -0.848
C 3.026 0.258 -1.014
C -1.608 -0.119 -3.903
C -4.516 3.866 -0.928
C 4.400 -0.031 -0.776
C 7.096 -0.606 -0.308
C 2.086 -4.856 -3.607
C 6.193 -0.578 0.755
C 4.863 -0.292 0.521
C 1.170 -3.740 -3.132
C -3.595 6.037 -1.408
C -2.156 2.183 -4.575
C -0.241 1.161 3.144
C 8.480 -0.897 -0.069
C -2.148 4.196 -0.902
C 1.839 0.495 -1.157
C -2.317 5.534 -1.226
C -4.693 5.205 -1.244
C -3.452 -1.687 -3.552
C 0.838 -1.464 3.773
C 2.771 -2.355 0.538
C 3.362 -3.718 0.884
C 1.130 1.831 3.228
C 5.321 -0.060 -1.833
C -3.235 3.341 -0.769
C 6.652 -0.342 -1.604
C 2.919 2.960 1.169
H 4.158 -0.260 1.342
H -1.668 2.329 -5.539
H -1.478 -1.867 -2.934
H -3.964 -1.205 -2.711
H -3.461 0.533 -4.351
H -0.687 1.113 4.139
H 0.423 -1.288 4.764
H 4.432 -3.628 1.077
H 1.559 1.704 4.220
H -4.269 0.938 -2.335
H 0.724 -1.887 0.909
H 1.853 -1.070 3.723
H 1.022 2.899 3.040
H 2.045 -5.708 -2.927
H -3.528 -2.763 -3.417
H 6.543 -0.778 1.759
H -3.735 7.079 -1.666
H 1.155 -2.916 -3.844
H -0.919 1.708 2.489
H 3.123 -4.519 -3.670
H -5.695 5.597 -1.368
H 2.905 -1.665 1.374
H 4.969 0.151 -2.833
H 3.787 2.808 0.533
H 1.786 -5.192 -4.601
H 2.090 3.327 0.570
H -3.956 -1.436 -4.488
H 2.882 -4.126 1.775
H 0.149 -4.100 -3.022
H -5.369 3.212 -0.812
H 3.218 -4.431 0.071
H -1.443 6.166 -1.307
H 3.171 3.665 1.959
H -1.489 2.537 -3.790
H -3.083 2.755 -4.549
H 2.527 -2.876 -1.796
H 0.858 -2.535 3.581
H 3.299 -1.899 -0.306
H 7.358 -0.361 -2.424
*
```

- energy relative to the best compared isomer or geometry (same formula, charge and spin) (kJ/mol) = 0.0
- HOMO energy (spin up / spin down) (hartree) = -0.185 / -0.185
- Kohn-Sham gap (spin up / spin down) (eV) = 7.312 / 7.230
- total energy (Ha) = -11393.49397
- F_max (eV/Å) = 1.145

These are the Löwdin partial charges, in e, on atoms 1 to 2: Se 0.94; Se 0.97

Record 4
The following is a quantum chemistry calculation of 16 unconnected molecules or ions with the total composition C7H35BO23 in a non-equilibrium geometry, from OMol25.

The geometry in ORCA input format:
```
! RIJCOSX wB97M-V def2-TZVPD def2/J DEFGRID3
* xyz -1 2
O -0.763 0.666 -5.330
O -4.641 -0.222 2.001
O -1.373 0.262 1.988
O -1.527 1.098 -2.410
O 2.216 -4.217 1.639
O 0.285 -2.561 2.981
O 0.601 2.648 -1.190
O -1.427 0.048 -0.394
O -1.776 -0.712 3.993
O 2.187 5.546 -0.860
O -1.627 3.264 -4.135
O 0.498 1.200 0.607
O 1.421 1.960 -4.012
O -0.590 5.458 -0.635
O 2.749 -2.613 4.474
O 0.275 -1.144 1.089
O 3.171 2.841 0.402
O 0.195 -4.433 4.936
O -2.153 -3.974 3.631
O 1.046 4.357 1.480
O 2.043 -0.893 -4.451
O -2.330 -1.572 6.373
O -3.239 -1.608 -3.549
C -1.080 0.927 -1.258
C 0.132 1.702 -0.594
C 1.556 -1.150 -3.136
C 2.612 -1.433 -2.031
C -0.027 -1.578 2.325
C -1.177 -0.639 2.863
C 0.565 -2.343 -3.184
B -0.496 0.085 0.799
H 1.072 3.413 1.323
H -0.100 4.794 -0.149
H -2.956 -2.518 -3.640
H -4.974 0.435 2.612
H 1.772 4.706 0.963
H -2.335 3.101 -3.513
H 2.265 6.494 -0.750
H -1.074 3.915 -3.704
H 0.133 -2.551 -2.205
H -0.407 -5.142 5.158
H 3.634 3.647 0.175
H -2.575 -2.497 6.336
H 3.500 -0.869 -2.318
H 2.903 2.473 -0.441
H 1.301 5.415 -1.198
H -0.326 -2.149 -3.780
H -1.144 1.377 -4.814
H -0.133 -4.091 4.104
H 2.207 -1.167 -1.054
H -1.486 5.121 -0.665
H 1.131 -3.241 -3.433
H 1.099 -0.206 -2.839
H 1.435 -4.404 1.118
H -1.517 0.194 -5.683
H 2.778 -1.659 4.537
H 3.022 -2.428 -2.204
H -2.724 -3.206 3.614
H 1.816 -2.827 4.503
H 1.877 -3.882 2.469
H -1.591 -1.495 5.770
H -3.868 -0.584 2.435
H 2.134 2.170 -3.410
H -2.197 -4.326 2.742
H 0.629 2.247 -3.557
H -2.626 -1.228 -2.920
*
```

- HOMO energy (spin up / spin down) (hartree) = -0.296 / -0.275
- Kohn-Sham gap (spin up / spin down) (eV) = 9.927 / 8.830
- total energy (Ha) = -2043.33019
- F_max (eV/Å) = 5.430

These are the Löwdin partial charges, in e, on atoms 1 to 2: O -0.06; O -0.04

Record 5
The following is a quantum chemistry calculation of 2 unconnected molecules or ions with the total composition C3H4N4O in a non-equilibrium geometry, from OMol25.

The geometry in ORCA input format:
```
! RIJCOSX wB97M-V def2-TZVPD def2/J DEFGRID3
* xyz 0 1
O 0.569 0.421 1.557
N -1.589 -0.081 1.025
N 2.725 0.703 -1.314
N -1.465 -0.199 -1.193
N -0.232 0.011 -0.717
C -0.262 0.190 0.702
C -2.248 -0.314 -0.170
C 3.300 0.153 -0.465
H 3.812 -0.446 0.225
H -3.322 -0.519 -0.348
H 0.563 0.341 -1.278
H -1.853 -0.259 1.977
*
```

- energy relative to the best compared isomer or geometry (same formula, charge and spin) (kJ/mol) = 109.9
- SMILES = O=c1[nH]cn[nH]1.C#N
- HOMO energy (hartree) = -0.323
- Kohn-Sham gap (eV) = 9.683
- total energy (Ha) = -410.96143
- F_max (eV/Å) = 3.346

These are the Löwdin partial charges, in e, on atoms 1 to 2: O 0.02; N 0.14

Record 6
The following is a quantum chemistry calculation of a molecular structure, C14H34Br2InN2O3 in a non-equilibrium geometry, from OMol25.

The geometry in ORCA input format:
```
! RIJCOSX wB97M-V def2-TZVPD def2/J DEFGRID3
* xyz -1 1
In -4.640 -0.161 5.215
Br -1.951 -0.280 2.939
Br -3.939 1.629 0.593
O 1.754 -0.597 -7.493
O 2.046 1.019 -0.158
O -1.831 1.530 5.783
N 2.897 -1.299 -1.629
N 3.644 0.134 -5.437
C -4.047 1.631 2.626
C -1.868 2.701 6.797
C -3.834 0.251 3.139
C -5.419 2.180 2.947
C -2.559 1.347 6.918
C 2.000 -1.825 -8.148
C 1.401 -0.702 -6.125
C 2.570 -2.028 0.671
C 3.346 -1.091 -0.249
C 0.990 0.802 0.772
C 3.202 -2.244 -5.154
C 3.264 0.387 0.162
C -4.039 1.349 6.751
C 2.588 -0.848 -5.164
H 3.483 -0.748 -2.253
H 3.878 0.066 -6.423
H 3.260 1.070 -5.338
H 2.430 -3.013 -5.109
H 3.818 -2.425 -6.036
H -2.146 0.687 7.672
H 4.401 -1.378 -0.193
H 2.206 -0.656 -4.159
H -6.424 -0.051 5.071
H -4.365 -0.430 2.481
H 1.978 -0.871 -1.711
H 3.841 -2.365 -4.281
H -4.119 -1.791 5.677
H 0.888 0.234 -5.887
H -2.262 3.422 6.092
H 1.367 0.734 1.796
H 0.308 1.648 0.710
H 0.423 -0.097 0.527
H -4.403 1.007 7.723
H 3.046 -2.126 -8.051
H 2.876 -3.061 0.497
H 4.031 0.933 -0.397
H -6.171 1.456 2.644
H -3.257 2.314 2.914
H -0.790 2.778 6.896
H -4.325 2.371 6.527
H 2.757 -1.795 1.720
H -5.501 2.403 4.007
H 0.672 -1.509 -5.979
H 1.496 -1.977 0.497
H 1.790 -1.681 -9.208
H 1.353 -2.621 -7.769
H 3.496 0.513 1.228
H -5.614 3.074 2.360
*
```

- HOMO energy (hartree) = -0.186
- Kohn-Sham gap (eV) = 7.267
- total energy (Ha) = -6227.08804
- F_max (eV/Å) = 3.581

These are the Löwdin partial charges, in e, on atoms 1 to 2: In 0.43; Br 0.55

Record 7
The following is a quantum chemistry calculation of 10 unconnected molecules or ions with the total composition C20H40O40S10 in a non-equilibrium geometry, from OMol25.

The geometry in ORCA input format:
```
! RIJCOSX wB97M-V def2-TZVPD def2/J DEFGRID3
* xyz 0 1
S -4.458 2.003 -1.886
S -1.062 -0.363 6.880
S 0.416 -1.434 0.087
S -1.469 2.678 -4.657
S -3.981 -3.461 -4.845
S -3.652 -1.070 2.441
S 4.464 -3.913 5.454
S 6.503 -4.159 0.058
S 6.489 0.399 2.776
S -0.636 6.776 0.104
O 0.322 0.220 6.149
O -4.998 -1.347 1.429
O -4.027 -3.997 -6.226
O 5.728 0.765 4.127
O -1.020 -1.780 6.011
O -0.602 5.411 -0.796
O -2.337 6.767 0.003
O -2.421 -2.810 -4.648
O 3.419 -2.782 4.874
O -0.270 6.742 1.547
O 7.474 -0.687 2.993
O -4.609 -1.922 -4.751
O 1.325 -0.106 0.392
O -2.426 3.727 -4.660
O -0.477 2.700 -6.041
O 7.186 -3.537 1.227
O 5.759 -3.287 5.654
O 0.072 -2.003 1.386
O -2.936 -2.493 1.844
O -4.069 -1.122 3.847
O 6.903 1.579 2.081
O 6.872 -3.386 -1.419
O -5.920 1.754 -1.079
O -3.380 1.252 -1.207
O 6.649 -5.641 -0.049
O 3.823 -4.622 6.577
O -0.754 -0.450 -0.452
O -4.289 -4.256 -3.671
O -5.001 0.968 -3.090
O -0.163 7.889 -0.697
O 4.519 -4.748 4.014
O -0.771 -0.652 8.244
O -0.196 3.248 -3.669
O -1.965 1.332 -4.303
O 1.199 -2.250 -0.860
O -2.255 0.448 6.611
O -4.216 3.351 -2.393
O -2.963 0.117 1.847
O 5.155 -0.294 2.126
O 4.949 -3.598 -0.087
C 6.124 -2.154 -1.516
C -0.234 0.756 -1.043
C 3.519 -4.324 3.087
C -0.243 -1.653 4.852
C 2.603 -3.354 3.814
C 0.933 -0.806 5.364
C -1.671 5.268 -1.712
C 4.841 -2.466 -0.847
C -2.880 5.870 -0.906
C 0.690 4.095 -4.421
C -4.562 -1.822 0.151
C -6.908 1.753 -2.053
C -3.575 -0.983 -4.991
C -3.441 -2.865 0.520
C 4.008 0.306 2.602
C 0.613 3.644 -5.857
C -6.331 0.878 -3.134
C -2.344 -1.509 -4.259
C 4.304 0.787 4.026
C 1.181 0.895 -0.575
H -6.608 -0.175 -3.083
H 6.115 -1.776 -2.539
H -0.755 -0.933 4.213
H -6.688 1.164 -4.124
H 4.062 -2.461 -1.609
H 1.753 -3.851 4.282
H 0.286 5.103 -4.334
H 6.754 -1.376 -1.083
H -3.449 -0.900 -6.070
H 1.687 -1.301 5.976
H 1.548 3.102 -5.993
H -3.909 -0.050 -4.538
H -1.440 5.847 -2.606
H -5.260 -2.177 -0.607
H 1.836 0.745 -1.434
H -3.330 5.028 -0.381
H 2.429 -2.505 3.153
H 1.515 -0.358 4.558
H 3.799 0.087 4.692
H -2.654 -2.703 -0.216
H 0.003 -2.560 4.299
H -4.052 -1.034 -0.405
H -7.560 1.239 -1.346
H 3.953 -3.833 2.216
H -2.261 -1.286 -3.195
H 4.101 1.219 2.014
H 4.034 1.817 4.256
H -3.798 -3.893 0.579
H 3.116 -0.190 2.219
H 4.655 -1.654 -0.143
H 3.169 -5.242 2.615
H 1.439 1.895 -0.228
H -7.223 2.769 -2.291
H 0.630 4.562 -6.445
H -1.726 4.181 -1.769
H -3.707 6.247 -1.507
H 1.643 3.932 -3.917
H -1.406 -1.151 -4.683
H -0.895 1.591 -0.809
H -0.335 0.603 -2.117
*
```

- energy relative to the best compared isomer or geometry (same formula, charge and spin) (kJ/mol) = 795.8
- SMILES = O=S1(=O)OCCO1.O=S1(=O)OCCO1.O=S1(=O)OCCO1.O=S1(=O)OCCO1.O=S1(=O)OCCO1.O=S1(=O)OCCO1.O=S1(=O)OCCO1.O=S1(=O)OCCO1.O=S1(=O)OCCO1.O=S1(=O)OCCO1
- HOMO energy (hartree) = -0.409
- Kohn-Sham gap (eV) = 10.357
- total energy (Ha) = -7777.01366
- F_max (eV/Å) = 5.424

These are the Löwdin partial charges, in e, on atoms 1 to 2: S 0.80; S 0.73

Which formula does entry 4 have?
C7H35BO23

The highest total energy belongs to which entry?
C3H4N4O